Formula: C32H29BrN2O7S2Ta
Source: OMol25
Level of theory: ωB97M-V/def2-TZVPD

Results
orbital gap: 6.08 eV
largest force on an atom: 3.38 eV Å⁻¹
LUMO level: -4.0 eV
total charge: +1
ΔE to the lowest compared entry with this formula, charge and spin: 28.0 kcal per mole
HOMO level: -10.08 eV
E_tot: -5300.318832 Ha
spin multiplicity: 1

The geometry in XYZ format:
```
74
Properties=species:S:1:pos:R:3:forces:R:3:mulliken_charge:R:1
Ta 0.20476 1.09370 0.22614 0.917 -2.784 -1.687 1.292
Br 5.62026 -0.94961 4.99963 -0.007 0.007 0.006 -0.154
C 4.49427 -0.30196 3.63542 -0.007 -0.029 0.007 -0.422
C 4.68977 0.98040 3.12704 0.011 0.057 -0.075 -0.510
C 3.87018 1.47057 2.12409 0.312 0.290 0.047 -0.604
C 2.86345 0.66753 1.63579 -0.427 0.543 -0.492 0.221
O 1.99396 1.10239 0.70404 1.549 0.276 0.869 1.445
C 2.67037 -0.61083 2.11790 -0.403 -0.559 0.101 0.518
C 1.67247 -1.46006 1.52324 0.392 0.097 0.002 -0.584
N 0.92272 -1.16542 0.50912 -0.716 0.515 0.469 -0.085
C 0.19597 -2.24075 -0.06849 0.332 0.117 0.107 0.024
C 0.53885 -3.55964 0.05205 0.090 -0.247 0.020 -0.676
C -0.28037 -4.56861 -0.49098 0.078 0.029 0.061 -1.046
C -1.42712 -4.23676 -1.14925 -0.070 -0.009 -0.025 -0.829
C -1.75605 -2.87733 -1.34882 -0.118 -0.102 -0.119 0.576
C -2.92620 -2.46763 -2.02553 -0.018 -0.206 0.004 -0.924
C -3.15118 -1.14169 -2.20737 -0.042 0.122 -0.063 -1.595
C -2.19844 -0.22154 -1.74292 0.141 0.040 -0.254 -0.230
N -1.10036 -0.54951 -1.09804 -0.021 0.233 0.332 0.780
C -0.90268 -1.87800 -0.85370 -0.067 0.188 -0.158 0.198
C 3.48740 -1.09852 3.13835 0.074 -0.153 0.118 -0.803
H 5.48743 1.59567 3.52073 -0.025 0.002 0.013 0.483
H 4.00157 2.47027 1.72833 -0.007 -0.053 0.073 0.542
H 1.60994 -2.46385 1.93593 0.081 -0.022 -0.019 0.651
H 1.45383 -3.84544 0.55417 -0.048 -0.056 -0.031 0.648
H 0.00538 -5.60487 -0.37093 0.000 0.027 0.003 0.415
H -2.08700 -5.00063 -1.54294 0.035 0.036 0.004 0.467
H -3.63276 -3.21393 -2.37081 0.054 0.026 -0.016 0.463
H -4.04487 -0.77233 -2.69137 0.059 0.001 -0.007 0.526
H -2.36311 0.82373 -1.90864 -0.045 0.228 -0.022 0.923
H 3.33152 -2.09735 3.52726 0.020 0.017 -0.006 0.571
C 0.64030 0.61566 -3.64312 0.207 -0.310 -0.191 1.078
C 1.97116 0.34305 -3.08575 -0.144 -0.252 -0.275 1.322
C 2.20314 1.15651 -2.03018 -0.071 -0.118 0.131 0.120
C 0.95224 1.93737 -1.76200 -0.751 0.327 0.420 2.687
C 0.05929 1.58600 -2.91866 -0.217 0.384 0.192 -0.530
C -1.14708 2.38964 -3.32328 0.108 -0.038 0.097 -1.788
C 1.10834 3.45953 -1.60953 0.188 0.001 0.136 -1.920
C 3.53760 1.35802 -1.36999 0.050 0.040 -0.187 -2.438
C 2.94468 -0.61011 -3.70806 -0.032 0.028 0.041 -2.326
C 0.10008 -0.02732 -4.88791 0.046 0.024 0.081 -2.157
H -1.63223 2.88687 -2.48130 -0.027 -0.087 0.002 0.355
H -1.88758 1.78657 -3.85116 -0.005 -0.035 0.009 0.471
H -0.84973 3.17847 -4.02169 0.023 0.002 0.049 0.328
H 0.14566 3.95720 -1.47294 0.060 -0.060 0.019 0.441
H 1.56814 3.85648 -2.51951 -0.015 -0.002 0.025 0.492
H 1.74116 3.73514 -0.76482 0.005 -0.001 -0.025 0.347
H 4.28929 1.61282 -2.12080 -0.037 -0.035 -0.034 0.573
H 3.89510 0.46546 -0.84964 -0.010 0.036 -0.020 0.487
H 3.51308 2.17567 -0.65330 0.039 0.005 -0.096 0.186
H 2.54950 -1.63079 -3.71813 0.010 0.049 -0.003 0.372
H 3.89232 -0.62298 -3.16932 -0.042 -0.004 -0.022 0.457
H 3.15129 -0.33894 -4.74738 -0.021 -0.015 0.040 0.372
H 0.49372 -1.03732 -5.01785 -0.026 0.031 0.014 0.429
H 0.37263 0.54187 -5.78141 0.005 -0.025 0.020 0.338
H -0.99070 -0.09080 -4.86616 0.052 0.010 0.003 0.411
O 0.28456 2.91862 1.24604 -0.019 -0.063 0.464 -0.713
S 0.15957 2.54161 2.72386 0.132 -0.071 0.013 1.827
O 0.99690 3.29107 3.58821 0.013 0.187 -0.013 -0.723
O 0.31682 1.08265 2.73124 -0.063 0.426 -0.037 -0.560
C -1.52739 2.93826 3.06974 -0.277 -0.062 -0.206 -0.417
C -1.74968 3.91650 4.01763 0.007 -0.128 0.018 -0.539
C -3.04764 4.34244 4.27919 -0.078 0.071 0.068 -0.629
C -4.11491 3.79710 3.59485 -0.082 0.073 0.051 -0.687
C -3.90664 2.81508 2.63308 0.115 -0.119 0.045 -0.575
C -2.61946 2.38184 2.36593 0.248 0.134 0.152 -0.436
S -2.46988 1.21804 1.04340 -0.137 0.067 -0.167 1.891
O -3.77145 0.86313 0.60795 -0.145 -0.003 -0.057 -0.720
O -1.56514 0.10328 1.40987 -0.033 0.503 -0.234 -0.504
O -1.63900 1.94214 -0.02261 -1.195 0.377 0.226 -0.640
H -0.90232 4.33567 4.54359 -0.045 0.013 -0.023 0.596
H -3.21413 5.11318 5.01994 -0.002 -0.020 -0.005 0.424
H -5.12218 4.13747 3.79636 0.029 -0.021 0.004 0.418
H -4.73324 2.37767 2.09063 0.013 0.051 0.015 0.599
```
Forces are in eV/Å.